Model a:
Molecular formula: C4H7NS2
Method: DFT, the ωB97M-V functional and the def2-TZVPD basis

The value obtained for the HOMO energy is -9.0581 eV. The molar mass is 133.241 g mol⁻¹.

Each line ends with the natural charge from an NBO analysis.
Positions of all 14 atoms, in Å:
1 C 0.77196 -1.00477 -0.56254  -0.6279
2 C -0.33796 -0.72299 0.64247  -0.0277
3 C -1.36529 0.48815 0.37852  -0.2172
4 C -0.91241 1.53380 -0.56111  -0.2621
5 H 3.27255 -0.86594 0.21908  0.1211
6 H 0.00379 -1.46661 -1.39671  0.2402
7 H 1.20635 -0.09561 -1.05292  0.2427
8 H -0.50580 -1.72973 1.06244  0.2247
9 H 0.45611 1.09378 1.28606  0.3480
10 H -2.52938 0.48433 0.48245  0.2584
11 H 0.21684 1.91019 -0.22988  0.1761
12 N -0.35364 0.39811 1.52773  -0.5531
13 S 1.90635 -2.26228 -0.02362  0.0367
14 S -1.82948 2.23957 -1.77198  0.0400



Model b:
Molecular formula: C4H7NS2
Method: DFT, the ωB97M-V functional and the def2-TZVPD basis

The value obtained for the HOMO energy is -8.0693 eV. The molar mass is 133.241 g mol⁻¹.

Each line ends with the natural charge from an NBO analysis.
Positions of all 14 atoms, in Å:
1 C 1.34394 -0.44514 0.00723  0.1028
2 C -1.10384 0.03768 0.67065  -0.4493
3 C -0.92031 -0.77096 -0.61531  -0.2144
4 C 0.14579 0.86660 0.78587  -0.3446
5 N 0.46533 -1.20205 -0.61105  -0.6018
6 S 2.93920 -0.39794 0.12057  -0.0959
7 S 0.20945 2.24701 -0.36579  -0.0419
8 H -2.00806 0.64763 0.62183  0.2256
9 H -1.17445 -0.62757 1.53286  0.2225
10 H -1.58180 -1.63284 -0.66463  0.2088
11 H -1.09941 -0.11535 -1.47431  0.2055
12 H 0.49322 1.12577 1.77510  0.2248
13 H 0.76109 -1.93025 -1.24677  0.4109
14 H 1.52983 2.19740 -0.53625  0.1469



Pick model b: it beats the second-best structure by 4.959 eV.



Model a:
Molecular formula: C4H7NS2
Method: DFT, the ωB97M-V functional and the def2-TZVPD basis

The value obtained for the HOMO energy is -8.3895 eV. The molar mass is 133.241 g mol⁻¹. Its structure (SMILES) is C=C1CC[S@H](=S)=N1.

Each line ends with the natural charge from an NBO analysis.
Positions of all 14 atoms, in Å:
1 C 0.01681 -1.08462 -0.15297  0.1238
2 C -0.83467 -2.03360 -0.01086  -0.4375
3 C 0.85238 1.20931 -0.27850  -0.5345
4 C -0.43450 0.35052 -0.08981  -0.4657
5 N 1.42571 -1.27598 -0.20603  -0.8714
6 S 4.16196 0.03375 -0.05032  -0.3075
7 S 2.22128 -0.00485 0.22468  1.1502
8 H -0.60792 -3.10010 -0.04270  0.2206
9 H -1.91847 -1.70716 0.12703  0.1936
10 H 1.04151 1.98982 0.37822  0.2147
11 H 0.79022 1.50485 -1.33748  0.2385
12 H -0.80038 0.52902 0.89355  0.2235
13 H -1.13232 0.71302 -0.82764  0.2385
14 H 1.74860 0.30109 1.56177  0.0131



Model b:
Molecular formula: C4H7NS2
Method: DFT, the ωB97M-V functional and the def2-TZVPD basis

The value obtained for the HOMO energy is -8.7843 eV. The molar mass is 133.241 g mol⁻¹. Its structure (SMILES) is S/N=C\[C@@H]1C[C@@H]1S.

Each line ends with the natural charge from an NBO analysis.
Positions of all 14 atoms, in Å:
1 C 0.80661 -0.53088 0.68019  0.0945
2 C 0.23058 0.53053 -0.18459  -0.3028
3 C -0.95883 1.24377 0.31488  -0.4053
4 C -1.19043 0.17358 -0.69882  -0.3525
5 H 4.03810 -1.32934 -0.17252  0.1270
6 H 0.11961 -1.02585 1.36548  0.1997
7 H 0.94396 0.95402 -0.86348  0.2413
8 H -1.20883 2.26452 0.06837  0.2346
9 H -1.25094 0.96985 1.33108  0.2238
10 H -1.41605 0.47236 -1.73475  0.2328
11 H -3.19463 -0.87286 0.07745  0.1271
12 N 1.99239 -1.03138 0.63752  -0.5429
13 S 3.09059 -0.43903 -0.52880  0.1347
14 S -2.00214 -1.37928 -0.29202  -0.0120



Model c:
Molecular formula: C4H7NS2
Method: DFT, the ωB97M-V functional and the def2-TZVPD basis

The value obtained for the HOMO energy is -8.9040 eV. The molar mass is 133.241 g mol⁻¹. Its structure (SMILES) is CCC(=S)NC=S.

Each line ends with the natural charge from an NBO analysis.
Positions of all 14 atoms, in Å:
1 C -0.20570 1.80841 0.29251  -0.6117
2 C 0.56348 0.82185 -0.53390  -0.5836
3 C 1.11313 -0.53138 -0.22496  0.1615
4 C -1.04027 -1.71968 0.20220  -0.0860
5 H 0.17894 1.86356 1.55863  0.2127
6 H -0.00827 2.82011 -0.24441  0.2468
7 H -1.48081 1.51751 0.30863  0.2344
8 H 1.33085 1.06319 -1.40096  0.2540
9 H -0.36936 0.58166 -1.06036  0.2842
10 H 0.72683 -2.24264 0.85661  0.4333
11 H -1.45899 -2.44647 0.84184  0.2152
12 N 0.28064 -1.48972 0.17920  -0.6083
13 S 2.68716 -1.08582 -0.29344  -0.0696
14 S -2.31764 -0.96058 -0.48160  -0.0829



Pick model b: it beats the second-best structure by 1.675 eV.



Model a:
Molecular formula: C2H13NO4
Method: DFT, the ωB97M-V functional and the def2-TZVPD basis

The value obtained for the HOMO energy is -9.6765 eV. The molar mass is 115.129 g mol⁻¹.

Each line ends with the natural charge from an NBO analysis.
Positions of all 20 atoms, in Å:
1 C 1.09083 -0.57828 1.44876  -0.5650
2 C 0.18600 -0.02862 2.28684  0.0385
3 N -0.77831 0.92574 2.00236  -0.7873
4 H 0.68723 0.53809 0.32000  0.1334
5 H 1.97185 -0.93313 1.97749  0.2452
6 H -0.08385 -0.54040 3.20935  0.1890
7 H -0.42257 1.81259 1.66667  0.4031
8 H -1.51208 1.01092 2.69109  0.3932
9 H 0.80355 1.72473 -2.96002  0.4672
10 H 0.80504 0.69737 -1.93377  0.4846
11 O 0.20474 1.38284 -2.27960  -0.9609
12 H -3.03159 0.11454 -1.00129  0.4648
13 H -1.62957 0.69955 -1.09405  0.4806
14 O -2.53113 0.82942 -1.40192  -0.9459
15 H -0.26867 -1.45117 0.13070  0.4814
16 H -0.61258 -1.93332 -1.31747  0.4770
17 O -0.98743 -1.74342 -0.45649  -0.9677
18 H 2.56264 -1.32955 -1.50135  0.4894
19 H 1.59947 -0.58867 -0.42910  0.4958
20 O 1.94643 -0.60925 -1.35817  -1.0164



Model b:
Molecular formula: C2H13NO4
Method: DFT, the ωB97M-V functional and the def2-TZVPD basis

The value obtained for the HOMO energy is -9.4931 eV. The molar mass is 115.129 g mol⁻¹. Its structure (SMILES) is CNCO.O.O.O.

Each line ends with the natural charge from an NBO analysis.
Positions of all 20 atoms, in Å:
1 C 0.28492 0.47101 -1.78556  -0.4328
2 N -0.97895 0.13695 -1.16233  -0.6600
3 C -1.02791 -1.03317 -0.36745  0.0566
4 O -0.41242 -2.23892 -0.85455  -0.7609
5 H 1.08933 0.54575 -1.05037  0.1942
6 H 0.30229 1.47687 -2.20196  0.2118
7 H 0.61623 -0.21911 -2.56609  0.1825
8 H -1.69827 0.33179 -1.84263  0.3687
9 H -0.37853 -0.86477 0.49083  0.1941
10 H -2.03314 -1.21361 0.00742  0.1678
11 H -0.92597 -2.60123 -1.57758  0.4696
12 H 1.09677 2.23196 2.68861  0.4792
13 H 1.36843 0.81356 2.23593  0.4677
14 O 1.73496 1.70376 2.19325  -0.9460
15 H 0.87399 -2.36451 0.89964  0.4945
16 H 1.91516 -1.50694 1.66565  0.4725
17 O 1.00870 -1.82685 1.69112  -0.9582
18 H -0.23507 1.79533 0.37095  0.4725
19 H -1.70198 1.92177 0.54012  0.4672
20 O -0.89851 2.44036 0.62498  -0.9412



Pick model b: it beats the second-best structure by 3.140 eV.



Model a:
Molecular formula: C2H13NO4
Method: DFT, the ωB97M-V functional and the def2-TZVPD basis

The value obtained for the HOMO energy is -8.1066 eV. The molar mass is 115.129 g mol⁻¹. Its structure (SMILES) is C=CN.O.O.O.O.

Each line ends with the natural charge from an NBO analysis.
Positions of all 20 atoms, in Å:
1 C -2.08986 0.61364 0.17347  -0.5490
2 C -1.41238 1.75138 0.39632  0.0262
3 N -0.53148 2.19712 -0.59882  -0.8389
4 H -1.90720 0.20022 -0.79679  0.1933
5 H -2.81202 0.29546 0.90549  0.2119
6 H -1.36255 2.36946 1.29649  0.1984
7 H -0.10576 1.53546 -1.22622  0.3803
8 H 0.14320 2.92169 -0.39769  0.3786
9 H -0.07742 -1.14133 -1.59355  0.4589
10 H 1.30383 -0.43296 -1.86579  0.5022
11 O 0.57884 -0.94071 -2.27192  -0.9754
12 H 1.55296 -0.78107 2.06791  0.4695
13 H 0.24448 -0.87283 1.28980  0.5075
14 O 0.96401 -0.25712 1.51229  -0.9806
15 H -0.06061 -2.93638 -0.18967  0.4866
16 H -0.59851 -3.31231 1.17696  0.4822
17 O -0.41131 -2.54996 0.62142  -0.9570
18 H 2.91155 0.22628 0.10600  0.4820
19 H 1.43400 0.68568 -0.07009  0.5039
20 O 2.23624 0.42828 -0.53560  -0.9806



Model b:
Molecular formula: C2H13NO4
Method: DFT, the ωB97M-V functional and the def2-TZVPD basis

The value obtained for the HOMO energy is -9.4650 eV. The molar mass is 115.129 g mol⁻¹. Its structure (SMILES) is CNCO.O.O.O.

Each line ends with the natural charge from an NBO analysis.
Positions of all 20 atoms, in Å:
1 C 0.24530 1.11312 -2.36098  -0.4176
2 N -1.19872 0.84478 -2.04459  -0.6371
3 C -1.46658 -0.11770 -1.04031  0.0803
4 O -1.31251 -1.51964 -1.35966  -0.7673
5 H 0.82772 0.61785 -1.59052  0.1963
6 H 0.36863 2.18411 -2.31494  0.1973
7 H 0.44025 0.72662 -3.35083  0.1867
8 H -1.72164 0.65423 -2.88430  0.3554
9 H -0.83367 0.06998 -0.17642  0.1567
10 H -2.47730 0.02732 -0.64113  0.1791
11 H -1.11530 -1.58901 -2.29807  0.4694
12 H -1.82530 2.51238 1.52485  0.4699
13 H -1.15311 1.26205 2.04926  0.4675
14 O -1.95072 1.55983 1.59062  -0.9345
15 H -1.00449 -2.41740 0.64644  0.4798
16 H -0.73686 -3.88629 0.53583  0.4645
17 O -0.96889 -3.21585 1.18531  -0.9463
18 H 5.01382 1.78053 3.19336  0.4650
19 H 5.94038 0.87429 2.43116  0.4657
20 O 5.90365 1.39752 3.24140  -0.9306



Pick model a: it beats the second-best structure by 0.125 eV.